The following is a DFT calculation (wB97M-V/def2-TZVPD) of one molecule with the formula C21H19FN2O6S2.

ORCA input file:
```
! wB97M-V def2-TZVPD RIJCOSX def2/J DEFGRID3
* xyz 0 1
C -0.209 1.136 2.561
N -0.093 1.238 1.123
C 0.666 0.292 0.431
C 0.604 0.225 -0.961
C 1.267 -0.769 -1.652
C 2.024 -1.712 -0.968
O 2.660 -2.752 -1.633
C 1.784 -3.779 -2.060
C 1.011 -4.289 -0.845
O 1.368 -5.153 -0.097
O -0.096 -3.551 -0.675
C -0.792 -3.672 0.563
C -1.433 -2.329 0.935
O -1.517 -1.965 2.087
N -1.902 -1.673 -0.146
C -2.536 -0.427 -0.205
C -3.005 0.263 0.906
C -3.617 1.495 0.751
C -3.788 2.050 -0.505
C -3.344 1.370 -1.626
C -2.726 0.151 -1.460
F -2.279 -0.529 -2.550
C 2.134 -1.622 0.413
C 1.465 -0.632 1.106
S -0.258 2.783 0.489
O -0.924 3.579 1.471
O -0.814 2.739 -0.827
C 1.430 3.295 0.344
C 2.198 3.327 -0.779
C 3.539 3.666 -0.500
C 3.757 3.866 0.827
S 2.331 3.651 1.763
H -0.566 0.140 2.821
H 0.740 1.339 3.068
H -0.938 1.879 2.870
H 0.009 0.945 -1.497
H 1.186 -0.822 -2.727
H 1.080 -3.416 -2.820
H 2.420 -4.568 -2.464
H -0.103 -3.985 1.353
H -1.579 -4.430 0.468
H -1.660 -2.065 -1.049
H -2.883 -0.172 1.883
H -3.962 2.026 1.624
H -4.259 3.013 -0.616
H -3.455 1.778 -2.618
H 2.737 -2.345 0.940
H 1.554 -0.602 2.179
H 1.801 3.127 -1.757
H 4.300 3.755 -1.253
H 4.675 4.131 1.313
*
```

Output
LUMO energy in Ha: 0.0172
Energy relative to the best compared isomer or geometry (same formula, charge and spin) in kJ/mol: 3.1